No. 1
This record from the Open Molecules 2025 dataset describes a gas-phase ion, C4H10NO2 (charge +2) in a non-equilibrium geometry. The level of theory is ωB97M-V with the def2-TZVPD basis set.

The geometry in XYZ format:
```
17
Properties=species:S:1:pos:R:3:mulliken_spin:R:1
O -2.93316 -0.37853 0.40599 0.73
C -1.99985 -0.94918 -0.05856 0.00
C -0.71705 -0.11088 -0.29326 0.16
C 0.36183 -0.62442 0.74120 0.01
C 1.71229 -0.52337 0.00653 0.02
O 1.70910 0.87391 -0.45381 0.00
N -0.82831 1.38511 -0.16534 0.00
H -1.87319 -2.02503 -0.27818 0.07
H -0.25242 -0.38271 -1.25081 0.00
H 0.17997 -1.63039 1.12983 0.00
H 0.26885 0.12415 1.52978 0.00
H 1.66286 -1.13172 -0.90764 0.00
H 2.54794 -0.97424 0.53679 0.01
H 2.55024 1.22340 -0.09101 0.00
H 0.22843 1.58545 -0.09878 0.00
H -1.05929 1.67508 -1.13039 0.00
H -1.55825 1.86336 0.37765 0.00
```

- Molar mass: 104.13 g mol⁻¹
- HOMO energy (spin up / spin down): -20.004 / -19.984 eV
- Maximum force: 2.90 eV/Å
- Net charge: +2
- 2S+1: 2
- E: -362.8187 hartree
- Energy relative to the best compared isomer or geometry (same formula, charge and spin): 190.36 kJ/mol

No. 2
This record from the Open Molecules 2025 dataset describes a single C6H7NO3 molecule in a non-equilibrium geometry. The level of theory is ωB97M-V with the def2-TZVPD basis set.

The geometry in XYZ format:
```
17
Properties=species:S:1:pos:R:3:nbo_charge:R:1
O 0.26981 -2.45834 0.39417 -0.48
N 0.77176 -1.39257 0.68177 0.38
O 2.10220 -1.39890 1.00773 -0.30
C 2.56791 -0.17535 1.38720 0.08
C 1.44116 0.61585 1.32507 -0.30
C 0.27598 -0.24586 0.81329 0.11
C -1.07969 0.27523 0.68439 -0.45
C -1.66307 0.43103 -0.72255 -0.25
C -1.15781 0.17149 -1.87807 0.11
O -1.76390 0.48718 -3.09242 -0.68
H 3.56093 0.05796 1.73792 0.23
H 1.46081 1.65464 1.60457 0.23
H -1.06532 1.18650 1.15313 0.23
H -1.86884 -0.36699 1.17532 0.24
H -2.66844 0.91634 -0.58434 0.21
H -0.12279 -0.05998 -1.92279 0.17
H -1.06068 0.30177 -3.76439 0.48
```

- Molar mass: 141.13 g mol⁻¹
- HOMO energy: -8.653 eV
- Maximum force: 6.50 eV/Å
- 2S+1: 1
- E: -513.1187 hartree
- Energy relative to the best compared isomer or geometry (same formula, charge and spin): 510.49 kJ/mol

No. 3
This record from the Open Molecules 2025 dataset describes a molecular structure, C24H36IrN6O5PS. The level of theory is ωB97M-V with the def2-TZVPD basis set.

The geometry in XYZ format:
```
74
Properties=species:S:1:pos:R:3:mulliken_charge:R:1
Ir -0.36991 0.08995 -1.13109 2.67
C -2.48674 -6.32389 2.59452 -1.42
C -2.38340 -5.25347 1.54877 0.86
C -2.64911 -5.53133 0.21066 -0.84
C -2.57775 -4.53951 -0.75294 -0.59
C -2.23451 -3.25145 -0.35883 0.23
C -1.96104 -2.94144 0.97292 -0.01
C -2.03798 -3.94720 1.91244 -0.95
S -2.11819 -2.02267 -1.56944 1.16
O -2.48682 -0.72042 -0.95915 -0.79
O -2.72270 -2.43967 -2.78376 -0.64
N -0.51796 -1.63618 -1.80215 0.23
C 0.54544 -2.18551 -2.54575 0.99
C 0.62840 -3.39855 -3.16663 -0.60
C 1.82693 -3.73918 -3.83597 -0.90
C 2.89659 -2.88641 -3.86581 -0.88
C 2.82741 -1.62225 -3.22661 0.62
C 3.86162 -0.66230 -3.22112 -0.65
C 3.67031 0.54066 -2.59150 -0.99
C 2.45004 0.80272 -1.95581 0.31
N 1.46542 -0.07537 -1.94155 -0.18
C 1.63987 -1.28666 -2.56836 -0.35
H -2.55135 -7.31345 2.14780 0.37
H -3.37956 -6.16993 3.20341 0.33
H -1.62741 -6.29907 3.26438 0.37
H -2.92537 -6.53610 -0.08112 0.38
H -2.80909 -4.74990 -1.78833 0.53
H -1.70393 -1.93146 1.26155 0.38
H -1.83646 -3.72315 2.95255 0.44
H -0.20815 -4.08421 -3.15860 0.49
H 1.88673 -4.69753 -4.33202 0.42
H 3.80572 -3.15989 -4.38470 0.45
H 4.79611 -0.88236 -3.72179 0.48
H 4.44202 1.29635 -2.58008 0.45
H 2.26237 1.73990 -1.44901 0.26
C 2.11931 -0.32246 2.83329 -0.82
N 1.30892 0.88431 2.97254 0.44
C 1.41053 1.52706 4.27959 -0.97
P 0.60900 1.67266 1.72324 0.04
O 0.42989 0.57509 0.67379 -1.11
N 1.56869 2.94500 1.32032 0.25
C 3.02086 2.87275 1.47569 -0.91
C 1.13478 3.99569 0.40778 -0.90
N -0.82453 2.34640 2.11124 0.83
C -2.03455 1.52890 2.10894 -0.93
C -0.98635 3.62852 2.78829 -1.23
H 3.18625 -0.09848 2.93090 0.30
H 1.93827 -0.78786 1.86963 0.13
H 1.84930 -1.02786 3.62047 0.29
H 2.44005 1.82794 4.49463 0.37
H 1.08800 0.83288 5.05668 0.36
H 0.77946 2.41130 4.33082 0.19
H 3.28783 2.16113 2.25103 0.24
H 3.40039 3.85335 1.76357 0.36
H 3.51365 2.57387 0.54523 0.25
H 0.05287 4.09325 0.44210 0.07
H 1.43430 3.78959 -0.62629 0.22
H 1.58753 4.94136 0.70946 0.48
H -1.87888 0.60582 1.55721 0.05
H -2.84312 2.07817 1.62253 0.25
H -2.34255 1.28604 3.12876 0.34
H -0.04398 4.16894 2.82497 0.42
H -1.34772 3.48495 3.80953 0.34
H -1.72134 4.24001 2.25846 0.32
N -2.35289 4.44105 -3.34745 -0.17
C -2.18545 3.90439 -1.96045 -0.66
C -1.22387 2.71229 -2.10316 0.81
O -1.00296 2.08683 -1.02425 -1.03
O -0.79645 2.48887 -3.22902 -0.82
H -2.04672 5.40663 -3.44991 0.36
H -3.30792 4.36805 -3.69386 0.35
H -1.72081 3.79986 -3.89945 0.34
H -3.14221 3.57414 -1.56551 0.29
H -1.77502 4.67052 -1.30821 0.24
```

- Molar mass: 743.85 g mol⁻¹
- HOMO energy (spin up / spin down): -13.591 / -13.588 eV
- Maximum force: 0.63 eV/Å
- Net charge: +2
- 2S+1: 1
- E: -2484.3196 hartree
- Energy relative to the best compared isomer or geometry (same formula, charge and spin): 15.43 kJ/mol

Q: Which value of molar mass does entry 1 give?
A: 104.13 g mol⁻¹